(1)
{
  "formula": "C2H5ClOS",
  "method": "ωB97M-V/def2-TZVPD",
  "mol_weight_g_mol": 112.581,
  "homo_lumo_gap_ev": 8.88,
  "de_lowest_ev": 0.996,
  "homo_ev": -8.4061,
  "smiles": "CSCl.C=O",
  "energy_ha": -1012.771887,
  "lumo_energy_ev": 0.47,
  "spin_multiplicity": 1,
  "elements": ["C", "C", "O", "S", "Cl", "H", "H", "H", "H", "H"],
  "positions_angstrom": [[-0.9237, 2.3510, 0.2174], [1.0102, -1.2411, -0.1075], [-0.0665, 1.7407, -0.3502], [1.6952, 0.0898, 0.9035], [3.2321, 0.6687, -0.2713], [-0.8211, 3.4115, 0.4910], [-1.8777, 1.8877, 0.5233], [0.6721, -0.8295, -1.0530], [1.7618, -2.0114, -0.2525], [0.1676, -1.6393, 0.4496]],
  "atomic_forces_ev_per_a": [[-0.34, 0.15, 0.17], [0.37, 0.44, 0.04], [-0.30, 0.25, -0.50], [0.28, -0.74, 0.53], [0.09, 0.04, -0.15], [0.16, 0.14, -0.03], [-0.03, -0.13, -0.04], [-0.08, -0.03, -0.09], [-0.04, -0.09, -0.04], [-0.11, -0.04, 0.10]]
}

(2)
{
  "formula": "C3H10O3",
  "method": "ωB97M-V/def2-TZVPD",
  "mol_weight_g_mol": 94.110,
  "homo_lumo_gap_ev": 8.98,
  "de_lowest_ev": 1.805,
  "homo_ev": -8.3963,
  "smiles": "C/C=C/O.O.O",
  "energy_ha": -345.948114,
  "lumo_energy_ev": 0.58,
  "spin_multiplicity": 1,
  "elements": ["C", "C", "C", "O", "H", "H", "H", "H", "H", "H", "H", "H", "O", "H", "H", "O"],
  "positions_angstrom": [[1.7919, 1.8968, 0.4059], [1.1795, 0.6299, 0.6509], [-0.0930, 0.4163, 0.2869], [-0.7073, -0.7659, 0.0241], [1.7238, 2.2325, -0.6234], [1.2653, 2.6571, 1.0603], [2.8149, 1.7937, 0.6483], [1.7629, -0.2243, 0.8895], [-0.8188, 1.1584, 0.0929], [-0.7952, -1.4845, 0.7780], [0.4257, 1.8376, -3.7510], [-1.0025, 2.1503, -3.9558], [-0.3568, 2.2157, -3.2498], [-1.9097, -3.1603, 2.1628], [-1.8481, -4.7003, 2.4953], [-1.2969, -3.9395, 2.2433]],
  "atomic_forces_ev_per_a": [[-0.51, 2.69, 1.05], [-2.90, -2.16, -1.20], [0.98, -0.50, 0.84], [-0.91, -3.49, 2.16], [-0.11, 0.00, -0.17], [1.05, -0.33, -0.73], [1.22, 0.58, 0.44], [0.56, -0.69, 0.14], [-0.15, 1.41, -0.47], [0.83, 2.46, -2.11], [-1.02, 0.67, 1.27], [-0.62, 0.17, 0.07], [1.64, -0.84, -1.31], [0.72, -1.41, 0.25], [0.17, 0.56, -0.17], [-0.95, 0.89, -0.06]]
}

(3)
{
  "formula": "C4H13INO2",
  "method": "ωB97M-V/def2-TZVPD",
  "mol_weight_g_mol": 234.057,
  "homo_lumo_gap_ev": 6.15,
  "de_lowest_ev": 4.864,
  "homo_ev": -3.0272,
  "total_charge": -1,
  "energy_ha": -663.046645,
  "lumo_energy_ev": 3.12,
  "spin_multiplicity": 1,
  "elements": ["I", "C", "C", "C", "O", "C", "N", "H", "H", "H", "H", "H", "H", "H", "H", "H", "H", "H", "O", "H", "H"],
  "positions_angstrom": [[3.5009, -0.5487, -0.4433], [0.5987, -1.3439, 0.1013], [0.4064, -0.0111, -0.7067], [-0.9858, 0.6475, -0.5120], [-2.0113, -0.1858, -0.9244], [-3.2879, 0.3128, -0.6601], [1.4372, 0.9476, -0.2951], [1.5795, -1.7796, -0.0891], [-0.2486, -1.9951, -0.1135], [0.5584, -1.2589, 1.1872], [0.5348, -0.2772, -1.7559], [-1.0441, 1.5872, -1.0613], [-1.0084, 0.9005, 0.5480], [-3.4880, 0.3144, 0.4113], [-4.0449, -0.2819, -1.1715], [-3.6403, 1.2316, -1.1288], [1.1505, 1.1632, 0.6490], [2.3324, 0.4951, -0.1766], [2.8311, 0.1829, 2.2737], [2.8819, -0.0185, 1.3393], [1.9473, -0.0820, 2.5285]],
  "atomic_forces_ev_per_a": [[9.79, -6.18, -3.72], [-1.65, 0.04, -0.23], [0.47, -0.62, 0.85], [1.90, 0.19, 0.02], [-0.98, -0.47, -0.48], [-1.03, -0.60, -0.28], [-5.32, 3.18, -0.12], [-0.89, -0.32, -0.28], [0.10, -0.44, -0.33], [-0.06, 0.69, 0.25], [0.03, 0.10, -0.18], [0.25, 0.23, -0.14], [-0.55, -0.03, 0.45], [-0.13, 0.21, 0.12], [0.24, -1.11, 0.35], [1.19, 1.09, 0.19], [0.02, 0.65, 0.49], [-3.08, 2.99, 0.34], [-0.41, 0.78, 2.70], [0.29, -0.29, -0.16], [-0.19, -0.07, 0.17]]
}

(4)
{
  "formula": "C46H24Br2F22N4O10",
  "method": "ωB97M-V/def2-TZVPD",
  "mol_weight_g_mol": 1370.480,
  "homo_lumo_gap_ev": 8.30,
  "homo_ev": -9.3477,
  "smiles": "O=C1c2cccc(N(C(=O)F)C(=O)F)c2C(=O)c2c1ccc(CC[C@](F)(Br)C(F)(F)Br)c2C(F)(F)C(F)(F)C(F)(F)C(F)(F)C(F)(F)C(F)(F)C(F)(F)C(F)(F)F.O=[N+]([O-])c1ccccc1.O=[N+]([O-])c1ccccc1.O=[N+]([O-])c1ccccc1",
  "energy_ha": -10083.581867,
  "lumo_energy_ev": -1.05,
  "spin_multiplicity": 1,
  "elements": ["O", "C", "C", "C", "C", "C", "C", "N", "C", "O", "F", "C", "O", "F", "C", "C", "O", "C", "C", "C", "C", "C", "C", "C", "C", "F", "Br", "C", "F", "F", "Br", "C", "C", "F", "F", "C", "F", "F", "C", "F", "F", "C", "F", "F", "C", "F", "F", "C", "F", "F", "C", "F", "F", "C", "F", "F", "F", "H", "H", "H", "H", "H", "H", "H", "H", "H", "C", "C", "C", "C", "C", "C", "N", "O", "O", "H", "H", "H", "H", "H", "C", "C", "C", "C", "C", "C", "N", "O", "O", "H", "H", "H", "H", "H", "C", "C", "C", "C", "C", "C", "N", "O", "O", "H", "H", "H", "H", "H"],
  "positions_angstrom": [[-1.2128, -2.6787, 0.9167], [-0.6668, -2.0989, 0.0280], [-1.0686, -2.1905, -1.4181], [-2.4102, -2.1797, -1.8747], [-2.6416, -2.2256, -3.2746], [-1.5615, -2.2809, -4.2157], [-0.2201, -2.3024, -3.7484], [0.9305, -2.3854, -4.6439], [1.0640, -3.6692, -5.2689], [1.8446, -4.4534, -4.9620], [0.1715, -3.8961, -6.2162], [1.0449, -1.3532, -5.5630], [1.5659, -1.4120, -6.6015], [0.5458, -0.2192, -5.0958], [0.0141, -2.2582, -2.3577], [1.3821, -2.3341, -1.7207], [2.0358, -3.3177, -1.9058], [1.6163, -1.2341, -0.7096], [0.5167, -1.1771, 0.2219], [0.4972, -0.2532, 1.2825], [1.5685, 0.6594, 1.3504], [2.6497, 0.6897, 0.4099], [3.6829, 1.8119, 0.6025], [3.2471, 3.1069, 1.2842], [2.4772, 4.1071, 0.4252], [2.0139, 5.0821, 1.2791], [0.9010, 3.4376, -0.4883], [3.4214, 4.8507, -0.6065], [4.6946, 4.8681, -0.1608], [3.0124, 6.1369, -0.6787], [3.4397, 4.1843, -2.4323], [2.7082, -0.3129, -0.6399], [3.8519, -0.2924, -1.6557], [3.4910, 0.5693, -2.6633], [4.9962, 0.2336, -1.1196], [4.3598, -1.5890, -2.3422], [4.4353, -2.5665, -1.4300], [3.5740, -1.8658, -3.4079], [5.8048, -1.4486, -2.9466], [5.9972, -0.2615, -3.5465], [6.7006, -1.6251, -1.9538], [6.0844, -2.5892, -4.0022], [7.4121, -2.8718, -3.9042], [5.4521, -3.7357, -3.6873], [5.8701, -2.1811, -5.4962], [6.9628, -1.4662, -5.8717], [4.7858, -1.4178, -5.6967], [5.7821, -3.4037, -6.4529], [6.6515, -4.3741, -6.0925], [4.5419, -3.9261, -6.3265], [6.0594, -3.1122, -7.9582], [7.3608, -2.8595, -8.1849], [5.7808, -4.2809, -8.5950], [5.1805, -2.0399, -8.6561], [5.3224, -2.1843, -9.9775], [3.8969, -2.2020, -8.3565], [5.5579, -0.8054, -8.3311], [-3.2309, -2.1079, -1.1712], [-3.6690, -2.2125, -3.6227], [-1.7592, -2.3344, -5.2813], [-0.3255, -0.2265, 1.9825], [1.5258, 1.3711, 2.1664], [4.5392, 1.3664, 1.1110], [4.0396, 2.1110, -0.3812], [2.7216, 3.0011, 2.2329], [4.1680, 3.6349, 1.5435], [-6.2694, -1.1390, 5.2008], [-6.7178, -1.5878, 3.9640], [-5.8963, -1.4937, 2.8528], [-4.6307, -0.9517, 3.0033], [-4.1706, -0.4958, 4.2256], [-5.0002, -0.5904, 5.3301], [-3.7469, -0.8687, 1.8327], [-4.1848, -1.2548, 0.7631], [-2.6311, -0.4205, 1.9972], [-6.9128, -1.2177, 6.0677], [-7.7071, -2.0137, 3.8660], [-6.2394, -1.8416, 1.8896], [-3.1820, -0.0730, 4.3269], [-4.6556, -0.2411, 6.2836], [-2.7492, 1.6074, 11.9149], [-1.8258, 1.0060, 11.0695], [-2.0923, 0.8978, 9.7142], [-3.2857, 1.4009, 9.2272], [-4.2205, 1.9977, 10.0545], [-3.9458, 2.0988, 11.4087], [-3.5636, 1.3083, 7.7878], [-2.7349, 0.7609, 7.0828], [-4.6054, 1.7828, 7.3761], [-2.5352, 1.6945, 12.9721], [-0.8956, 0.6230, 11.4660], [-1.3779, 0.4310, 9.0525], [-5.1480, 2.3807, 9.6551], [-4.6643, 2.5643, 12.0691], [-6.4166, 3.3030, 0.3728], [-5.8343, 4.5141, 0.0223], [-4.5679, 4.5384, -0.5382], [-3.9046, 3.3407, -0.7412], [-4.4632, 2.1271, -0.3941], [-5.7313, 2.1129, 0.1680], [-2.5709, 3.3634, -1.3558], [-2.1012, 4.4476, -1.6365], [-2.0095, 2.2999, -1.5532], [-7.4085, 3.2865, 0.8058], [-6.3684, 5.4405, 0.1831], [-4.1096, 5.4768, -0.8129], [-3.9256, 1.2039, -0.5592], [-6.1861, 1.1714, 0.4430]],
  "atomic_forces_ev_per_a": [[-0.50, -0.23, 0.65], [0.66, 0.54, -1.07], [-0.15, -0.06, -1.62], [1.33, -0.15, -1.03], [1.41, 0.02, 0.15], [-0.07, -0.10, 1.61], [-0.95, -0.24, 1.37], [-1.71, 0.43, -0.37], [-0.49, 1.33, 0.17], [1.87, -1.99, 0.65], [-0.70, 0.23, -0.48], [-0.21, 0.09, 1.35], [0.98, -0.27, -1.96], [-0.24, 0.39, 0.44], [-1.30, 0.45, 0.19], [-0.91, -0.05, -0.27], [0.53, -0.18, 0.12], [-0.17, 0.80, 0.87], [0.92, 0.47, -0.01], [1.54, -0.13, -1.25], [0.12, -0.89, -0.88], [-1.11, -0.48, 0.40], [-0.36, -0.45, -0.73], [0.18, 0.01, 0.13], [0.00, 0.00, 0.00], [0.31, -0.07, -0.04], [0.08, -0.05, 0.19], [-0.40, 0.66, -0.37], [-0.21, 0.00, 0.02], [0.17, -0.37, 0.04], [0.21, -0.13, 0.30], [-1.01, -0.06, 1.51], [-0.10, 0.76, -0.35], [0.04, -0.24, 0.17], [-0.32, -0.13, 0.37], [0.57, 0.54, -0.21], [-0.23, -0.04, -0.28], [-0.16, -0.31, 0.42], [-0.21, -0.69, 0.23], [0.05, -0.12, 0.20], [-0.18, 0.38, -0.30], [0.97, -0.31, 0.17], [-0.28, 0.19, -0.08], [-0.32, 0.52, -0.14], [0.58, -0.05, -0.43], [-0.29, 0.01, 0.14], [0.01, -0.15, 0.19], [-0.37, -0.50, 0.39], [0.09, 0.48, -0.04], [0.20, 0.24, -0.22], [-0.09, -0.72, -0.55], [-0.32, 0.28, 0.31], [-0.09, 0.18, 0.22], [-0.02, 0.15, -0.33], [0.07, 0.05, 0.11], [0.13, -0.02, 0.09], [0.04, -0.08, 0.12], [0.13, -0.06, -0.04], [0.18, 0.01, -0.12], [-0.03, 0.08, 0.11], [0.06, -0.06, -0.03], [0.20, 0.08, -0.24], [0.04, 0.23, 0.11], [0.18, -0.10, -0.04], [-0.19, -0.17, -0.19], [-0.08, -0.06, 0.09], [0.02, 0.00, -0.07], [0.06, 0.07, 0.09], [-0.14, -0.07, -0.10], [-0.13, -0.05, 0.16], [0.17, 0.08, 0.10], [-0.27, -0.27, -0.23], [0.05, -0.01, 0.10], [0.00, 0.13, 0.01], [-0.19, 0.10, -0.12], [0.00, 0.01, -0.01], [0.01, 0.00, -0.02], [0.12, 0.01, -0.04], [0.00, -0.02, -0.08], [0.02, -0.01, 0.01], [-0.01, 0.00, -0.03], [-0.10, 0.06, 0.04], [0.18, -0.08, 0.00], [0.05, 0.01, 0.20], [-0.17, 0.10, 0.05], [0.12, -0.06, 0.01], [0.06, 0.12, -0.04], [-0.02, 0.06, 0.08], [0.09, 0.01, 0.11], [0.00, -0.01, 0.00], [0.00, -0.01, -0.02], [-0.08, 0.03, -0.09], [0.05, -0.03, -0.11], [-0.01, 0.00, -0.02], [0.01, -0.02, 0.00], [-0.01, -0.11, 0.02], [-0.03, 0.20, 0.00], [-0.18, 0.04, 0.06], [-0.07, -0.30, 0.05], [0.00, 0.11, 0.00], [0.23, 0.01, -0.13], [-0.03, -0.05, 0.01], [-0.10, 0.10, 0.11], [0.01, 0.00, 0.01], [0.02, 0.01, 0.00], [0.10, -0.07, -0.04], [0.08, 0.04, -0.03], [0.02, -0.05, 0.00]]
}

(5)
{
  "formula": "C4H11Cl2PSi",
  "method": "ωB97M-V/def2-TZVPD",
  "mol_weight_g_mol": 189.098,
  "homo_lumo_gap_ev": 8.43,
  "de_lowest_ev": 1.344,
  "homo_ev": -9.4932,
  "energy_ha": -1710.152513,
  "lumo_energy_ev": -1.06,
  "spin_multiplicity": 1,
  "elements": ["C", "C", "C", "C", "Si", "P", "Cl", "Cl", "H", "H", "H", "H", "H", "H", "H", "H", "H", "H", "H"],
  "positions_angstrom": [[-1.1526, 1.5352, 0.2884], [-1.1139, -0.2014, -2.1047], [-0.9010, -1.6637, 0.8498], [1.5927, 0.2622, -0.0209], [-0.3988, -0.2376, -0.2922], [1.8364, 1.1090, 1.6092], [2.1526, 0.9592, -1.3996], [2.6590, -1.8752, 0.2057], [-2.1868, 1.5591, 0.5497], [-0.5474, 1.7266, 1.2220], [-0.7763, 2.1367, -0.5778], [-1.3161, -1.2174, -2.3087], [-2.0002, 0.4180, -2.2562], [-0.3947, -0.0117, -2.9633], [-0.2695, -2.5491, 0.5137], [-0.3790, -1.4003, 1.7617], [-1.9524, -1.8866, 1.0350], [1.9543, 0.0664, 2.4184], [3.1939, 1.2707, 1.4697]],
  "atomic_forces_ev_per_a": [[3.16, -1.73, 0.39], [2.29, -0.07, -0.44], [2.00, -0.55, -1.12], [-2.26, -3.09, 1.62], [-1.25, 2.22, 0.09], [-0.07, 1.71, -1.76], [1.10, 0.89, -1.18], [-1.01, 1.90, -0.29], [-0.74, 0.10, -0.39], [-0.92, 0.48, -1.05], [-0.77, 0.09, 0.98], [-0.89, -1.35, -0.26], [0.17, -0.06, 0.41], [-0.54, 0.32, 1.23], [-1.19, 0.69, 0.27], [-0.19, 0.12, 0.62], [0.22, 0.09, -0.25], [-0.02, -1.97, 1.13], [0.91, 0.20, -0.01]]
}

(6)
{
  "formula": "C3H14N2O3",
  "method": "ωB97M-V/def2-TZVPD",
  "mol_weight_g_mol": 126.156,
  "homo_lumo_gap_ev": 4.08,
  "de_lowest_ev": 10.373,
  "homo_ev": -9.2613,
  "energy_ha": -457.557922,
  "lumo_energy_ev": -5.18,
  "spin_multiplicity": 1,
  "elements": ["C", "C", "N", "C", "N", "H", "H", "H", "H", "H", "H", "H", "H", "H", "H", "O", "H", "H", "O", "H", "H", "O"],
  "positions_angstrom": [[1.7440, 1.2772, 0.6276], [1.5569, -0.2486, 0.3893], [1.0392, -1.1612, 1.4764], [-1.6982, 0.8534, -0.8843], [-1.2260, 0.3002, -1.9401], [2.0963, 1.6938, -0.2702], [2.2396, 1.4142, 1.5901], [0.7165, 1.8032, 0.7929], [0.7437, -0.3718, -0.3320], [2.4676, -0.7970, 0.0478], [0.1318, -1.4119, 0.9685], [-1.5448, 1.9051, -0.4827], [-2.3154, 0.2097, -0.2479], [0.6096, -0.5359, 2.1576], [-1.4484, -1.7573, 0.5857], [-1.1353, -2.2669, -0.3323], [-2.7554, -0.9524, 1.9566], [-1.7702, -2.9535, -0.6114], [-1.9471, -0.7816, 1.4446], [1.5548, 1.6157, -2.7796], [-0.2406, 0.7620, -2.2070], [1.1815, 1.4037, -1.9497]],
  "atomic_forces_ev_per_a": [[-2.91, -1.50, 2.52], [0.09, -0.69, 0.04], [-2.48, 1.80, -1.42], [1.60, -0.56, -3.33], [-1.18, 2.16, 4.28], [1.16, 0.78, -0.78], [0.75, 0.44, -0.44], [1.42, -1.09, -0.29], [0.73, 0.14, -0.86], [-0.48, 0.99, -0.31], [1.96, -0.85, 1.58], [0.14, -1.16, -0.63], [-0.62, -0.86, 1.25], [0.32, -0.16, 0.79], [-0.79, -0.90, -1.51], [-0.24, 0.22, 0.49], [0.33, -0.08, -0.22], [0.37, 0.63, 0.47], [-0.20, 0.75, -0.38], [0.57, 0.36, -1.88], [2.17, 0.47, -0.42], [-2.71, -0.89, 1.07]]
}